[1]
Formula: C5H28N2O7S
Source: OMol25
Level of theory: ωB97M-V/def2-TZVPD

As for the total energy: -1241.6278 a.u. As for the SMILES: C[C@@H](N)CNCCS.O.O.O.O.O.O.O. The largest force on an atom is 2.31 eV/A. As for the multiplicity: 1. For the energy relative to the best compared isomer or geometry (same formula, charge and spin), the calculation gives 22.76 kcal per mole. As for the HOMO energy: -8.80 eV. The HOMO-LUMO gap comes out at 0.3279 Ha.

Structure (XYZ):
```
43
C5H28N2O7S, DFT ωB97M-V/def2-TZVPD
C 0.688 -1.673 -2.683
C 0.650 -1.684 -1.140
N 0.851 -0.368 -0.544
C -0.732 -2.229 -0.560
N -0.627 -2.473 0.893
C -1.929 -2.256 1.559
C -2.050 -0.751 1.779
S -3.855 -0.238 1.674
H 0.183 -0.780 -3.068
H 1.827 -1.634 -2.816
H 0.187 -2.497 -3.169
H 1.389 -2.384 -0.691
H 0.001 0.200 -0.674
H 1.637 0.205 -0.826
H -1.097 -3.203 -0.941
H -1.537 -1.491 -0.738
H 0.202 -1.984 1.236
H -1.968 -2.748 2.553
H -2.848 -2.609 0.986
H -1.520 -0.572 2.738
H -1.606 -0.116 1.034
H -3.725 0.891 2.324
O 2.232 0.225 2.730
H 1.639 0.291 1.981
H 3.044 -0.156 2.375
O -0.913 2.565 -2.632
H -0.372 1.972 -3.194
H -1.710 2.020 -2.580
O 3.262 -1.532 0.753
H 2.325 -1.289 0.848
H 3.690 -1.233 -0.064
O -0.051 4.866 -1.387
H -0.679 4.304 -1.858
H 0.654 4.190 -1.272
O 3.304 2.082 1.028
H 3.439 1.975 1.996
H 2.687 2.837 1.091
O 4.045 0.073 -1.181
H 4.642 -0.071 -1.919
H 4.467 0.734 -0.626
O -3.235 1.507 -1.274
H -2.943 0.720 -0.820
H -4.108 1.728 -0.959
```

[2]
Formula: C5H7NO
Source: OMol25
Level of theory: ωB97M-V/def2-TZVPD

As for the total energy: -324.4694 a.u. The largest force on an atom is 0.53 eV/A. As for the multiplicity: 1. For the energy relative to the best compared isomer or geometry (same formula, charge and spin), the calculation gives 160.04 kcal per mole. As for the HOMO energy (alpha / beta): -8.74 / -8.74 eV. The HOMO-LUMO gap (alpha / beta) comes out at 0.3207 / 0.3207 Ha.

Structure (XYZ):
```
14
C5H7NO, DFT ωB97M-V/def2-TZVPD
O -1.622 -2.157 -0.437
C -1.620 -0.955 -0.312
C -0.375 -0.182 0.027
C -0.151 1.327 -0.058
N 1.282 0.912 0.176
C 0.976 -0.303 -0.685
C 0.256 -0.285 1.448
H -2.549 -0.362 -0.454
H -0.248 1.805 -1.037
H -0.570 1.940 0.745
H 1.035 -0.023 -1.746
H 1.581 -1.191 -0.490
H 0.857 -1.212 1.484
H 1.147 0.685 1.339
```

[3]
Formula: C11H20BF6N2OPPt
Source: OMol25
Level of theory: ωB97M-V/def2-TZVPD

As for the total energy: -1700.4338 a.u. As for the total charge: +1. The largest force on an atom is 0.14 eV/A. As for the multiplicity: 4. For the energy relative to the best compared isomer or geometry (same formula, charge and spin), the calculation gives 0.00 kcal per mole. As for the HOMO energy (alpha / beta): -12.31 / -12.94 eV. The HOMO-LUMO gap (alpha / beta) comes out at 0.3562 / 0.2679 Ha.

Structure (XYZ):
```
43
C11H20BF6N2OPPt, DFT ωB97M-V/def2-TZVPD
Pt 1.220 -0.740 1.662
C 0.585 -0.483 -2.188
N -0.819 -0.097 -1.880
C -1.726 -0.487 -2.991
C -1.304 -0.590 -0.528
C -0.844 -1.976 -0.181
C -1.530 -3.082 -0.662
C -1.105 -4.373 -0.364
C 0.011 -4.570 0.431
C 0.697 -3.475 0.942
C 0.264 -2.173 0.666
H 0.903 0.075 -3.065
H 0.619 -1.551 -2.386
H 1.215 -0.234 -1.341
H -0.848 0.930 -1.804
H -1.728 -1.570 -3.083
H -1.360 -0.040 -3.913
H -2.727 -0.120 -2.778
H -2.390 -0.518 -0.556
H -0.933 0.133 0.189
H -2.421 -2.942 -1.263
H -1.653 -5.221 -0.752
H 0.347 -5.572 0.663
H 1.565 -3.644 1.568
F 0.643 1.823 -0.390
P -0.275 3.180 -0.150
F 0.692 3.560 1.092
F 0.669 3.964 -1.170
F -1.199 4.427 0.091
F -1.227 2.651 -1.371
F -1.180 2.277 0.897
B 3.810 3.056 0.654
C 3.179 1.725 1.057
N 2.678 0.739 1.370
H 2.934 3.994 0.789
H 4.946 3.341 0.630
H 3.010 3.690 -0.138
C -0.971 0.458 3.659
O 0.113 0.796 2.766
H -1.824 0.076 3.099
H -1.255 1.347 4.218
H -0.600 -0.301 4.341
H -0.180 1.515 2.171
```

[4]
Formula: C19H21N3O3
Source: OMol25
Level of theory: ωB97M-V/def2-TZVPD

As for the total energy: -1126.6318 a.u. As for the SMILES: CCCOc1ccc(N2C(=O)C[C@@H](NCc3cccnc3)C2=O)cc1. The largest force on an atom is 0.60 eV/A. As for the multiplicity: 1. For the energy relative to the best compared isomer or geometry (same formula, charge and spin), the calculation gives 37.30 kcal per mole. As for the HOMO energy: -8.29 eV. The HOMO-LUMO gap comes out at 0.3318 Ha.

Structure (XYZ):
```
46
C19H21N3O3, DFT ωB97M-V/def2-TZVPD
C 5.204 1.310 1.008
C 5.811 0.026 0.455
C 4.964 -0.634 -0.638
O 3.785 -1.224 -0.123
C 2.608 -0.552 -0.073
C 2.339 0.694 -0.631
C 1.076 1.248 -0.532
C 0.054 0.569 0.115
N -1.242 1.149 0.199
C -1.782 1.962 -0.792
O -1.294 2.165 -1.871
C -3.074 2.542 -0.257
C -3.430 1.662 0.933
N -4.533 0.749 0.670
C -4.432 -0.125 -0.490
C -3.371 -1.198 -0.444
C -2.383 -1.286 -1.418
C -1.454 -2.310 -1.351
C -1.554 -3.219 -0.309
N -2.485 -3.146 0.627
C -3.363 -2.163 0.560
C -2.116 0.939 1.251
O -1.901 0.283 2.236
C 0.316 -0.672 0.689
C 1.576 -1.219 0.593
H 5.100 2.058 0.225
H 5.846 1.718 1.785
H 4.224 1.119 1.440
H 5.937 -0.695 1.265
H 6.796 0.238 0.033
H 4.744 0.075 -1.442
H 5.525 -1.471 -1.065
H 3.102 1.258 -1.144
H 0.893 2.214 -0.972
H -2.872 3.568 0.057
H -3.847 2.579 -1.021
H -3.729 2.245 1.811
H -4.700 0.196 1.504
H -4.282 0.489 -1.381
H -5.413 -0.606 -0.583
H -2.341 -0.562 -2.221
H -0.672 -2.399 -2.089
H -0.858 -4.042 -0.212
H -4.106 -2.151 1.348
H -0.453 -1.202 1.223
H 1.788 -2.180 1.033
```